{
  "formula": "C15H25O2P",
  "method": "wB97M-V/def2-TZVPD",
  "orbital_gap_ha": 0.3324,
  "total_energy_ha": -1078.46062,
  "smiles": "CCCCP(=O)(CCCC)Cc1ccccc1O",
  "symbols": ["C", "C", "C", "C", "P", "O", "C", "C", "C", "C", "H", "H", "H", "H", "H", "H", "H", "H", "H", "C", "C", "C", "C", "C", "C", "C", "O", "H", "H", "H", "H", "H", "H", "H", "H", "H", "H", "H", "H", "H", "H", "H", "H"],
  "positions_angstrom": [[-3.3355, -2.8612, 1.9394], [-3.1692, -1.5078, 1.2584], [-2.7721, -1.6653, -0.2080], [-2.6293, -0.3324, -0.9377], [-0.9687, 0.4676, -0.9867], [-1.0494, 1.7847, -1.6500], [-0.3125, 0.5783, 0.7300], [0.8555, 1.5566, 0.7861], [1.3502, 1.8120, 2.2103], [0.3479, 2.5722, 3.0717], [0.7907, 2.8195, 4.0338], [-0.5460, 1.9815, 3.2572], [0.0536, 3.4973, 2.5815], [1.5931, 0.8583, 2.6856], [2.2728, 2.3928, 2.1493], [0.5394, 2.4988, 0.3323], [1.6840, 1.1650, 0.1922], [-0.0207, -0.4069, 1.0944], [-1.1389, 0.9539, 1.3384], [0.0888, -0.7095, -1.9441], [1.5520, -0.3794, -1.8757], [2.4169, -1.2152, -1.1813], [3.7783, -0.9763, -1.1427], [4.2975, 0.1097, -1.8265], [3.4547, 0.9579, -2.5160], [2.0779, 0.7409, -2.5343], [1.3188, 1.6202, -3.2253], [0.4098, 1.6463, -2.8768], [3.8362, 1.8142, -3.0491], [5.3599, 0.3009, -1.8167], [4.4281, -1.6398, -0.5929], [2.0120, -2.0764, -0.6671], [-0.0745, -1.7278, -1.5929], [-0.2740, -0.6356, -2.9763], [-2.8880, -0.4367, -1.9969], [-3.3082, 0.4190, -0.5253], [-1.8381, -2.2282, -0.2659], [-3.5402, -2.2609, -0.7083], [-2.4110, -0.9300, 1.7883], [-4.1100, -0.9554, 1.3174], [-2.4036, -3.4220, 1.9104], [-4.1031, -3.4488, 1.4405], [-3.6250, -2.7321, 2.9793]]
}